[1]
10
Properties=species:S:1:pos:R:3:nbo_charge:R:1 method="wB97M-V/def2-TZVPD" e_above_lowest_kcal_mol=0.0 max_force_ev_per_a=3.212 spin_multiplicity=6 e_tot_ha=-2421.71254
O -0.541 1.274 0.910 -0.68
Cr -0.766 1.372 -1.091 1.41
Mg 2.385 -2.509 -0.282 0.88
N -0.276 -0.706 -0.889 -1.18
S -0.048 -0.730 0.653 2.03
O 1.212 -1.425 1.073 -1.06
O -0.981 2.979 -0.058 -0.96
S 0.432 -2.005 -1.868 -0.43
F -1.184 -1.755 1.305 -0.50
H -0.234 3.504 0.245 0.48



[2]
65
Properties=species:S:1:pos:R:3:nbo_charge:R:1 method="wB97M-V/def2-TZVPD" e_above_lowest_kcal_mol=19.3 total_charge=+3 max_force_ev_per_a=0.603 e_tot_ha=-3206.01610
C -1.825 0.581 -4.389 -0.66
C -1.715 0.140 2.369 -0.29
H -1.352 -1.965 4.111 0.26
C 1.618 1.413 5.168 -0.16
O -0.526 -0.721 -1.467 -1.11
H -1.885 -0.311 -5.013 0.28
H 6.930 -1.684 -4.729 0.25
P -1.754 -1.279 -2.330 2.37
H -0.769 0.828 -4.264 0.23
H 0.152 -3.912 3.753 0.27
C 5.915 -1.364 -4.537 -0.16
H 4.616 0.610 -1.163 0.27
N -0.019 -1.095 1.166 -0.61
C 0.558 1.976 4.462 -0.21
O -3.888 0.074 -3.120 -0.73
C 3.866 0.002 -1.663 -0.58
O -1.430 -2.253 -3.353 -1.00
H 1.220 -0.845 -3.514 0.24
H -1.402 2.819 2.921 0.25
C -0.779 -1.030 2.278 0.24
H 1.504 0.539 -4.604 0.25
I 1.700 1.580 7.232 0.30
C 1.538 1.216 2.405 0.28
C 0.514 1.874 3.082 -0.13
H -3.384 -2.357 -1.378 0.55
O -3.472 1.540 -0.796 -0.99
H -4.359 1.263 -1.092 0.57
I 4.069 -0.465 2.133 0.24
C -0.735 -2.033 3.225 -0.17
C 0.881 -3.182 1.866 -0.21
C -2.480 0.282 -3.044 -0.46
C 2.578 0.617 3.097 -0.22
C 2.612 0.725 4.483 -0.23
H -2.100 1.642 1.048 0.44
H 2.944 -0.990 -6.117 0.23
H 3.426 0.268 5.031 0.26
C 4.969 -1.407 -5.552 -0.17
H 1.378 -2.157 0.045 0.24
H -0.331 3.154 1.554 0.24
Te 2.172 1.257 -2.088 0.76
O -1.080 1.877 -1.141 -1.09
O 1.435 1.167 1.028 -0.77
H -2.774 3.848 -2.486 0.57
H -2.710 -0.176 2.047 0.26
Ta 0.106 0.548 -0.184 2.35
C -0.635 2.391 2.276 -0.23
H 5.245 -1.762 -6.535 0.25
H -0.227 2.501 4.993 0.25
C 3.673 -0.973 -5.317 -0.17
C 4.268 -0.473 -3.036 -0.01
P -2.401 1.719 -1.928 2.42
O -2.683 2.942 -2.824 -0.96
C 1.910 -0.043 -3.779 -0.58
H 3.547 -0.797 -0.996 0.23
H 1.543 -4.015 1.676 0.27
H -4.184 0.091 -4.043 0.52
H -1.793 0.484 3.400 0.26
C 0.795 -2.154 0.961 0.08
H 6.315 -0.842 -2.497 0.23
O -2.730 -1.677 -1.148 -1.00
H -2.319 1.419 -4.880 0.26
N -1.264 1.258 1.485 -0.69
C 5.570 -0.891 -3.280 -0.21
C 0.104 -3.117 3.020 -0.07
C 3.319 -0.510 -4.056 -0.12